1.
C23H46FeN11OS | ωB97M-V/def2-TZVPD

Geometry (Å):
Fe (6.370, -2.238, 17.055)
S (1.590, -4.602, 18.275)
O (2.633, -3.531, 18.706)
N (3.264, 0.715, 19.784)
N (4.477, -1.373, 16.046)
N (3.424, 6.303, 20.595)
N (7.295, -1.522, 15.255)
N (6.664, -1.179, 19.019)
N (5.605, 1.075, 17.140)
N (2.799, 5.359, 21.268)
N (1.802, 2.243, 20.609)
N (5.512, -4.093, 15.962)
N (5.495, -3.628, 18.584)
N (1.962, 4.705, 20.432)
C (1.999, 0.532, 19.229)
C (5.852, -1.703, 20.187)
C (1.135, 1.478, 19.674)
C (3.131, 1.743, 20.593)
C (5.824, -5.008, 18.258)
C (2.961, 6.349, 19.344)
C (1.211, -5.510, 19.882)
C (5.423, -0.836, 13.783)
C (4.269, -0.558, 14.784)
C (5.715, -3.248, 20.028)
C (1.373, 4.964, 17.964)
C (5.476, 1.435, 15.698)
C (2.630, 6.794, 17.016)
C (3.238, 7.110, 18.263)
C (6.777, -0.458, 14.344)
C (4.250, 2.178, 21.472)
C (6.782, 0.973, 15.004)
C (1.781, 5.738, 16.890)
C (1.235, 3.538, 21.021)
C (1.951, 5.308, 19.201)
C (5.901, -5.270, 16.751)
C (4.194, 0.932, 15.050)
C (0.024, -3.748, 18.071)
H (3.959, 7.926, 18.358)
H (5.500, 2.557, 15.706)
H (7.607, 1.005, 15.698)
H (0.174, 3.534, 20.730)
H (6.414, -1.450, 21.121)
H (6.971, -5.572, 16.554)
H (6.639, -3.709, 20.290)
H (5.041, 2.655, 20.887)
H (3.961, -2.299, 15.884)
H (5.784, -4.260, 14.982)
H (3.953, 2.880, 22.222)
H (0.539, 4.202, 17.902)
H (7.485, -0.434, 13.492)
H (0.660, -4.789, 20.500)
H (7.026, 1.676, 14.159)
H (3.305, -0.853, 14.364)
H (4.037, 1.476, 14.118)
H (7.040, -2.405, 14.729)
H (0.496, -6.329, 19.573)
H (5.901, 0.063, 17.191)
H (7.669, -1.301, 19.237)
H (5.243, -0.204, 12.916)
H (6.494, -0.147, 18.964)
H (1.331, 3.620, 22.121)
H (4.752, 1.105, 17.700)
H (4.863, -1.215, 20.212)
H (3.346, 1.106, 15.670)
H (1.403, 5.381, 15.896)
H (0.148, -2.988, 17.277)
H (5.387, -1.909, 13.421)
H (8.328, -1.505, 15.259)
H (2.925, 7.374, 16.116)
H (4.454, -3.486, 18.379)
H (-0.763, -4.493, 17.855)
H (4.901, -3.615, 20.649)
H (3.913, -0.974, 16.812)
H (6.262, 1.679, 17.570)
H (0.084, 1.730, 19.430)
H (1.824, -0.342, 18.639)
H (5.274, -6.109, 16.505)
H (6.810, -5.165, 18.746)
H (-0.144, -3.237, 19.065)
H (4.681, 1.328, 21.973)
H (5.085, -5.686, 18.685)
H (2.102, -5.910, 20.395)
H (4.497, -4.106, 15.958)

As for the spin multiplicity: 6. For the orbital gap (alpha / beta), the calculation gives 7.93 / 4.46 eV. As for the calculated total energy: -88218.8909 eV. For the relative energy (zero: lowest compared OMol25 entry of this formula, charge and spin), the calculation gives 0.299 eV. The HOMO energy (alpha / beta) is -0.6686 / -0.6686 Ha. The expectation value of S² is 8.79. The lowest unoccupied orbital energy (alpha / beta) comes out at -10.26 / -13.74 eV. As for the total charge: +4.

2.
C23H46N2O6ReSi4 | ωB97M-V/def2-TZVPD

Geometry (Å):
Re (-0.402, 0.618, 0.091)
Si (2.138, 0.191, -4.116)
Si (-2.515, -1.441, 1.687)
Si (0.518, -2.033, 1.437)
Si (-0.441, 0.346, 3.281)
O (1.434, 0.439, -2.653)
O (0.908, 4.445, 0.594)
O (-2.441, 0.854, 0.302)
O (-4.355, 1.940, -0.064)
O (-0.743, -0.304, -1.589)
O (0.243, 2.322, 0.790)
N (1.690, 0.126, 0.267)
N (-1.092, 2.373, -1.392)
C (4.003, 0.637, -0.002)
C (1.149, -2.950, 2.941)
C (-3.152, 1.851, -0.149)
C (0.081, -3.256, 0.096)
C (-3.876, -0.528, 2.586)
C (-1.340, 1.742, -2.699)
C (-2.358, -3.045, 2.686)
C (2.012, -1.081, 0.785)
C (-0.734, -0.662, 1.662)
C (2.059, 1.736, -5.166)
C (-2.311, 2.937, -0.797)
C (1.273, -1.178, -5.048)
C (0.021, 3.317, -1.348)
C (0.439, 3.453, 0.110)
C (1.357, 0.824, 3.470)
C (3.342, -1.477, 0.870)
C (-3.126, -1.986, 0.000)
C (-1.730, 0.290, -2.450)
C (2.668, 0.965, -0.104)
C (-0.888, -0.696, 4.772)
C (4.350, -0.617, 0.470)
C (-1.485, 1.890, 3.375)
C (3.940, -0.241, -3.922)
H (-3.365, -3.460, 2.792)
H (-2.523, 1.710, 3.096)
H (-4.255, 0.324, 2.025)
H (5.390, -0.913, 0.536)
H (2.368, 1.921, -0.499)
H (2.543, 1.543, -6.127)
H (-1.957, -0.899, 4.837)
H (4.356, -0.552, -4.883)
H (-0.216, 4.304, -1.755)
H (4.750, 1.360, -0.300)
H (-1.467, 2.253, 4.408)
H (-1.755, -0.267, -3.389)
H (0.352, -3.510, 3.431)
H (2.041, -0.023, 3.377)
H (-1.095, 2.682, 2.738)
H (-0.608, -0.116, 5.657)
H (-0.360, -1.648, 4.815)
H (-0.059, -2.743, -0.857)
H (-0.823, -3.829, 0.298)
H (-2.370, -1.909, -0.780)
H (0.266, -0.879, -5.353)
H (-3.455, -3.027, 0.047)
H (1.825, -1.440, -5.954)
H (3.579, -2.455, 1.269)
H (-1.747, -3.816, 2.214)
H (-2.033, 3.646, -0.014)
H (0.563, 0.008, -2.335)
H (-1.969, -2.885, 3.692)
H (0.850, 2.884, -1.912)
H (-2.907, 3.465, -1.543)
H (-3.977, -1.367, -0.294)
H (1.911, -3.672, 2.632)
H (-3.594, -0.197, 3.585)
H (1.649, 1.580, 2.741)
H (-0.423, 1.797, -3.276)
H (-2.708, 0.198, -1.979)
H (1.494, 1.253, 4.467)
H (-2.130, 2.256, -3.255)
H (4.090, -1.055, -3.208)
H (0.911, -3.960, -0.010)
H (1.591, -2.279, 3.678)
H (1.037, 2.061, -5.379)
H (4.521, 0.617, -3.573)
H (2.585, 2.574, -4.700)
H (-4.692, -1.249, 2.707)
H (1.180, -2.082, -4.440)

As for the spin multiplicity: 2. For the orbital gap (alpha / beta), the calculation gives 7.44 / 6.62 eV. As for the calculated total energy: -73510.3620 eV. For the relative energy (zero: lowest compared OMol25 entry of this formula, charge and spin), the calculation gives 0.388 eV. The HOMO energy (alpha / beta) is -0.2817 / -0.2696 Ha. The expectation value of S² is 0.77. The lowest unoccupied orbital energy (alpha / beta) comes out at -0.23 / -0.71 eV. As for the total charge: 0.

3.
C23H46N3O3S | ωB97M-V/def2-TZVPD

Geometry (Å):
S (1.716, 1.304, 1.736)
O (-1.184, -0.940, 2.283)
O (-0.850, -2.966, -3.836)
O (3.985, 4.532, -3.755)
N (-0.011, -1.413, -1.584)
N (1.745, 3.577, -2.219)
N (0.133, 1.064, 0.968)
C (0.826, -1.480, -2.793)
C (1.129, -4.220, 5.084)
C (-0.094, 1.873, -0.272)
C (-2.185, 1.500, 0.992)
C (-0.134, -2.545, 3.677)
C (-1.070, 0.281, 2.983)
C (-1.630, 1.868, -0.397)
C (0.523, -2.739, -3.611)
C (-0.988, 1.362, 1.931)
C (-4.279, -0.891, 3.025)
C (-1.425, -2.260, -4.922)
C (-3.811, -2.297, 2.595)
C (4.115, 3.379, -2.957)
C (4.633, 5.697, -3.270)
C (0.685, -0.177, -3.574)
C (-1.301, -2.073, 3.096)
C (-0.130, -3.694, 4.454)
C (-1.347, -4.358, 4.623)
C (3.470, 4.212, -0.617)
C (-2.518, -2.722, 3.251)
C (-3.693, -2.417, 1.056)
C (3.123, 3.301, -1.790)
C (-2.500, -3.878, 4.035)
H (-0.713, -2.150, -5.745)
H (-0.360, 0.102, -3.712)
H (4.861, 6.321, -4.131)
H (1.869, -1.557, -2.472)
H (-2.596, 0.494, 0.905)
H (3.219, 5.251, -0.825)
H (1.150, -0.252, -4.557)
H (0.870, -3.604, -3.040)
H (-0.769, 2.342, 2.361)
H (2.004, -3.666, 4.747)
H (-1.962, 1.127, -1.119)
H (1.283, -5.270, 4.835)
H (-1.921, 0.484, 3.639)
H (-5.345, -0.918, 3.258)
H (0.133, 0.081, 0.659)
H (0.786, -1.997, 3.512)
H (4.531, 4.160, -0.371)
H (0.172, -2.232, -1.009)
H (1.479, 2.902, -2.931)
H (-4.177, -0.156, 2.226)
H (-2.276, -2.841, -5.272)
H (2.904, 3.916, 0.268)
H (-0.175, 0.286, 3.612)
H (-3.788, -0.541, 3.931)
H (0.312, 2.869, -0.147)
H (-1.946, 2.851, -0.739)
H (-2.973, 2.145, 1.365)
H (3.914, 2.540, -3.629)
H (1.174, 0.638, -3.037)
H (3.154, 2.265, -1.428)
H (-3.431, -4.411, 4.179)
H (-4.597, -2.832, 0.615)
H (0.284, 1.315, -1.121)
H (1.075, -2.734, -4.559)
H (-0.978, -1.532, -1.876)
H (5.567, 5.448, -2.759)
H (-2.863, -3.072, 0.791)
H (1.066, -4.143, 6.170)
H (5.148, 3.269, -2.601)
H (-1.786, -1.273, -4.623)
H (-4.578, -2.993, 2.929)
H (1.749, 4.466, -2.712)
H (3.992, 6.269, -2.595)
H (-1.362, -5.267, 5.212)
H (2.452, 0.463, 0.994)
H (-3.483, -1.445, 0.611)

As for the spin multiplicity: 1. For the orbital gap, the calculation gives 8.36 eV. As for the calculated total energy: -46037.9681 eV. The HOMO energy is -0.4104 Ha. The lowest unoccupied orbital energy comes out at -2.80 eV. As for the total charge: +1.

4.
C23H47BIN2O3S | ωB97M-V/def2-TZVPD

Geometry (Å):
I (1.618, 3.203, -0.118)
S (1.011, -2.265, 2.365)
O (-3.752, 3.249, 1.748)
O (3.118, -0.483, 2.151)
O (-1.466, 2.862, 1.259)
N (3.331, -0.133, -0.043)
N (2.337, -1.038, 0.159)
C (-3.913, 0.668, -4.147)
C (-6.179, 1.893, -4.307)
C (-2.758, 0.763, 1.859)
C (6.108, -6.350, -0.517)
C (-0.551, -0.003, 3.055)
C (-3.059, 4.463, 1.506)
C (0.869, 4.040, 1.720)
C (-7.033, 0.712, -3.859)
C (-1.620, 4.079, 1.988)
C (5.104, -7.489, -0.657)
C (5.233, -2.788, 0.381)
C (-2.700, 2.648, -3.088)
C (-0.412, 4.902, 1.493)
C (6.153, -5.750, 0.887)
C (-1.928, 0.693, 3.173)
C (2.026, 4.895, 2.334)
C (-4.886, 1.477, -5.007)
C (3.751, 0.161, 1.183)
C (2.199, -1.237, 1.450)
C (-3.464, 1.352, -2.854)
C (4.849, -5.104, 1.360)
C (4.316, -3.985, 0.466)
C (-0.577, -1.338, 2.290)
B (-2.836, 2.258, 1.178)
H (-3.561, 5.338, 1.949)
H (-7.292, 0.074, -4.708)
H (6.189, -3.052, -0.077)
H (-7.963, 1.065, -3.409)
H (-6.519, 0.103, -3.114)
H (-3.323, 3.401, -3.578)
H (5.007, -4.707, 2.369)
H (6.429, -6.535, 1.600)
H (-3.029, 0.437, -4.752)
H (-6.766, 2.504, -5.000)
H (-0.552, 5.046, 0.414)
H (5.321, -8.291, 0.052)
H (-0.834, -1.193, 1.236)
H (4.768, -2.013, -0.214)
H (5.890, -5.575, -1.257)
H (3.377, -3.618, 0.856)
H (5.427, -2.369, 1.373)
H (1.939, 4.951, 3.430)
H (2.972, 4.380, 2.109)
H (-2.996, 4.651, 0.409)
H (7.104, -6.733, -0.760)
H (-5.958, 2.532, -3.448)
H (-4.321, 1.544, -2.204)
H (-5.139, 0.885, -5.895)
H (0.239, 0.655, 2.657)
H (-1.341, -1.987, 2.743)
H (-1.737, 1.713, 3.546)
H (-1.723, 4.001, 3.091)
H (-4.364, -0.297, -3.896)
H (-3.057, 2.069, -0.020)
H (-1.817, 2.474, -3.710)
H (-2.817, 0.663, -2.307)
H (-2.367, 3.063, -2.136)
H (4.081, -7.148, -0.489)
H (0.674, 3.254, 2.458)
H (4.530, 0.892, 1.359)
H (2.078, 5.889, 1.870)
H (-2.535, 0.202, 3.954)
H (-3.802, 0.487, 2.128)
H (6.960, -5.012, 0.928)
H (4.096, -4.378, -0.531)
H (4.077, -5.873, 1.460)
H (-2.450, 0.050, 1.082)
H (-0.323, 5.886, 1.981)
H (-0.224, -0.246, 4.085)
H (-4.384, 2.374, -5.379)
H (5.147, -7.912, -1.663)

As for the spin multiplicity: 1. For the orbital gap, the calculation gives 6.64 eV. As for the calculated total energy: -53350.0674 eV. The HOMO energy is -0.1523 Ha. The lowest unoccupied orbital energy comes out at 2.49 eV. As for the total charge: -1.

- Which value of calculated total energy does entry 1 give?
  -88218.8909 eV